Below is a single C5H7N molecule, with properties calculated with wB97M-V/def2-TZVPD.

Orbital gap (eV): 10.1
Relative energy (zero: lowest compared OMol25 entry of this formula, charge and spin) (kJ/mol): 359.1
Molecular weight (g mol⁻¹): 81.12
SMILES: [H]/N=C1/[C@@H]2C[C@]12C

Last column: natural (NBO) charge in e.
Cartesian coordinates (Å):
C  -0.02801  1.08546  -0.74645  0.304
C  -1.43172  -0.25758  0.24947  -0.395
C  -0.72404  -0.13173  -1.05737  -0.271
C  0.03319  -0.01610  0.30719  -0.021
C  1.15302  -0.81496  0.94767  -0.608
N  0.49146  2.01473  -1.45567  -0.652
H  -2.16051  0.66094  0.52256  0.209
H  -1.66848  -1.28152  0.60142  0.213
H  -0.80036  -0.83057  -1.81141  0.228
H  1.02494  -0.59725  1.91178  0.217
H  2.00320  -0.40576  0.58522  0.225
H  0.88924  -1.89559  0.84908  0.220
H  1.21808  2.46993  -0.90349  0.331